Record 1
Computed, not measured: C5H6N as an isolated structure in a non-equilibrium geometry, with ωB97M-V/def2-TZVPD.

As for the LUMO energy (spin up / spin down): -7.1 / -6.9 eV. For the relative energy (zero: lowest compared OMol25 entry of this formula, charge and spin), the calculation gives 179.4 kcal per mole. The total charge is +1.

CARTESIAN COORDINATES (ANGSTROEM)
C -1.38010 -1.08300 -0.09452
C 0.88657 -0.18336 -0.09186
C -1.40964 0.30999 -0.10519
C 2.25414 0.06545 -0.10741
C -0.09766 0.83591 -0.18852
N 0.48395 -1.42960 -0.14195
H -2.21147 -1.69726 0.15691
H -2.14537 0.91586 -0.61798
H -1.99357 0.37059 0.78314
H 2.66673 -0.87932 0.18060
H 2.90438 0.89598 0.10670
H 0.04204 1.87876 0.12007

---

Record 2
Computed, not measured: a 2-piece molecular cluster, C5H6N overall in a non-equilibrium geometry, with ωB97M-V/def2-TZVPD.

As for the LUMO energy (spin up / spin down): -7.1 / -7.0 eV. For the relative energy (zero: lowest compared OMol25 entry of this formula, charge and spin), the calculation gives 232.9 kcal per mole. The total charge is +1.

CARTESIAN COORDINATES (ANGSTROEM)
C -2.08907 -0.02158 -0.62400
C 2.88216 -0.05796 -0.02131
C -0.37299 0.73505 0.77129
C -1.10018 -1.08897 -0.74003
C -0.29766 -0.58164 0.22865
N -1.71845 0.85407 0.28117
H -3.12909 -0.08910 -0.87433
H 3.36210 0.88629 0.16160
H 3.47876 -0.91716 0.19715
H -0.40667 0.83128 1.85631
H 0.45146 1.30512 0.34288
H -1.06037 -1.85540 -1.57938

---

Record 3
Computed, not measured: a 2-piece molecular cluster, C5H6N overall in a non-equilibrium geometry, with ωB97M-V/def2-TZVPD.

As for the LUMO energy: -7.1 eV. For the relative energy (zero: lowest compared OMol25 entry of this formula, charge and spin), the calculation gives 210.8 kcal per mole. The total charge is +1.

CARTESIAN COORDINATES (ANGSTROEM)
C 1.20875 0.70837 0.65199
C -0.00032 0.80947 0.76399
C -2.39636 -1.26132 -1.69831
C -1.82682 -0.53732 -0.81729
C 2.56142 0.42496 0.88972
N -1.20982 1.09914 0.53780
H -3.06083 -2.26696 -1.68403
H -2.19160 -0.93440 -2.66224
H 3.08885 0.13404 -0.11093
H 2.93591 1.46539 1.33972
H 2.66391 -0.41998 1.57402
H -1.77307 0.77860 1.21556